Below is one molecule with the formula C4H8N4O at a distorted geometry, with properties calculated with the ωB97M-V functional and the def2-TZVPD basis.

- relative energy (zero: lowest compared OMol25 entry of this formula, charge and spin) (kcal/mol) = 183.0
- net charge = 0
- LUMO energy (Eh) = 0.020
- energy (eV) = -12278.50213
- gap between HOMO and LUMO (eV) = 9.509

Structure (XYZ):
```
17
Properties=species:S:1:pos:R:3:lowdin_charge:R:1
C 2.22 -0.96 0.60 -0.17
N 1.95 0.51 0.52 -0.04
C 0.99 0.78 -0.33 -0.26
N 0.78 -0.42 -1.03 0.01
C -0.36 -0.90 -0.81 -0.25
N -1.54 -0.53 -0.07 0.02
C -1.50 0.63 0.84 -0.13
N -1.78 1.81 0.24 0.01
O -1.85 1.50 -1.09 -0.02
H 2.58 -1.46 -0.38 0.11
H 1.24 -1.44 1.19 0.13
H 2.92 -0.98 1.38 0.02
H 0.55 2.00 -0.21 0.19
H -0.56 -1.72 -1.66 0.16
H -1.86 -1.35 0.41 0.11
H -1.72 0.32 1.86 0.12
H -2.07 2.23 -1.46 0.00
```